No. 1
Here is a 2-piece molecular cluster, C3H7INO2P overall in a non-equilibrium geometry from the Open Molecules 2025 dataset. Energies are from ωB97M-V/def2-TZVPD.

Last column: Löwdin spin population.
Element x y z (Å)
C: -0.611 -0.574 0.512  0.63
C: 1.435 -0.436 0.101  0.08
C: 0.360 -1.433 0.638  0.56
N: 0.272 0.365 -0.261  0.28
O: 2.199 -0.758 -1.017  0.04
O: 0.393 -2.625 1.214  0.21
P: 0.216 2.008 0.151  0.09
I: -4.315 0.897 -0.369  0.01
H: -1.726 -0.479 0.432  0.05
H: -3.451 2.205 -0.483  0.00
H: 2.239 -0.077 0.936  0.02
H: 1.613 -0.849 -1.711  0.01
H: 1.257 -2.925 1.332  0.01
H: -0.911 2.252 -0.547  0.01
H: 1.030 2.428 -0.928  0.01

Properties
Spin multiplicity: 3
Orbital gap (spin up / spin down): 5.1 / 7.9 eV



No. 2
Here is C27H41CrNP2 as an isolated structure in a non-equilibrium geometry from the Open Molecules 2025 dataset. Energies are from ωB97M-V/def2-TZVPD.

Last column: Löwdin spin population.
Element x y z (Å)
P: 0.202 -1.194 -4.675  -0.01
P: 1.071 2.067 -3.416  0.06
C: 0.399 0.322 -5.665  0.00
C: 1.489 1.308 -5.193  0.02
H: -0.575 0.841 -5.744  0.00
H: 0.596 -0.013 -6.708  0.00
H: 2.443 0.782 -5.168  0.00
H: 1.617 2.112 -5.945  0.00
C: -0.191 3.118 -4.435  0.01
H: -0.603 3.904 -3.797  0.00
H: -1.025 2.508 -4.824  0.00
H: 0.240 3.589 -5.339  0.00
C: 2.298 3.335 -2.879  0.05
H: 2.917 3.453 -3.771  0.00
H: 3.024 2.979 -2.049  0.03
H: 1.876 4.310 -2.586  0.00
C: -0.831 -2.042 -5.979  0.00
H: -1.274 -2.992 -5.652  0.00
H: -0.236 -2.231 -6.887  0.00
H: -1.684 -1.396 -6.243  0.00
C: 1.760 -2.130 -4.780  0.00
H: 2.620 -1.448 -4.770  0.00
H: 1.778 -2.729 -5.702  0.00
H: 1.877 -2.822 -3.934  0.00
Cr: 1.912 1.759 -1.206  3.82
C: -2.347 0.561 -3.644  0.00
C: -2.957 -0.124 -4.631  0.00
C: -3.987 -1.152 -4.312  0.00
C: -3.468 -2.152 -3.264  0.00
C: -2.125 -2.678 -3.521  0.02
C: -0.905 -2.018 -3.223  0.00
C: -0.819 -0.747 -2.172  0.01
C: -1.980 0.225 -2.239  0.00
C: 2.752 -0.098 -0.492  -0.09
H: -2.100 1.600 -3.861  0.00
H: -2.871 0.167 -5.666  0.00
H: -4.435 -1.698 -5.164  0.00
H: -4.863 -0.638 -3.895  0.00
H: -3.542 -1.783 -2.245  0.00
H: -4.141 -3.025 -3.287  0.00
H: -2.085 -3.687 -3.971  0.00
H: -0.097 -2.763 -3.000  0.00
H: 0.091 -0.117 -2.336  0.01
H: -0.644 -1.079 -1.135  0.00
H: -2.792 0.077 -1.517  0.00
H: -1.581 1.201 -1.922  0.00
H: 3.850 -0.128 -0.516  0.00
H: 2.445 -0.856 -1.257  0.00
H: 2.529 -0.508 0.518  0.00
C: -0.696 5.756 0.844  0.01
C: 0.309 5.567 -0.121  0.00
C: 1.261 4.565 0.051  0.02
C: 0.868 3.488 0.901  0.01
C: 0.056 3.794 2.008  0.01
C: -0.737 4.929 1.975  0.00
N: 1.039 2.168 0.573  -0.01
C: 0.685 1.216 1.574  0.01
C: 1.663 0.750 2.480  0.00
C: 1.299 0.040 3.627  0.00
C: -0.052 -0.287 3.824  0.00
C: -1.044 0.204 2.962  0.00
C: -0.677 0.938 1.832  0.00
H: -1.434 6.551 0.733  0.00
H: 0.340 6.180 -1.026  0.00
H: 2.228 4.570 -0.470  0.00
H: -0.052 3.086 2.827  0.00
H: -1.419 5.102 2.804  0.00
H: 2.710 0.980 2.270  0.00
H: 2.084 -0.254 4.337  0.00
H: -0.345 -1.016 4.581  0.00
H: -2.098 0.012 3.195  0.00
H: -1.441 1.395 1.201  0.00

Properties
Spin multiplicity: 5
Orbital gap (spin up / spin down): 5.2 / 5.6 eV



No. 3
Here is C37H43IInN3OP as an isolated structure in a non-equilibrium geometry from the Open Molecules 2025 dataset. Energies are from ωB97M-V/def2-TZVPD.

Last column: Löwdin charge in e.
Element x y z (Å)
In: -0.336 0.530 0.566  0.87
I: 0.058 2.915 2.824  1.22
C: -0.292 1.038 3.644  -0.73
C: -0.317 0.867 5.013  -0.07
C: -0.652 -0.390 5.495  0.02
C: -0.971 -1.403 4.600  0.01
C: -0.898 -1.146 3.250  -0.13
N: -0.536 0.059 2.764  -0.10
H: -0.095 1.687 5.680  0.12
H: -0.677 -0.569 6.563  0.14
H: -1.259 -2.386 4.945  0.14
H: -1.140 -1.911 2.526  0.10
C: -1.248 4.257 -0.921  -0.03
C: -0.011 4.150 -1.807  -0.60
C: -0.368 4.393 -3.264  -0.01
C: 1.077 5.124 -1.347  -0.02
N: 0.499 2.759 -1.742  -0.04
N: 0.854 2.239 -0.493  -0.04
H: -1.643 5.272 -0.972  0.11
H: -1.025 4.056 0.133  0.03
H: -2.025 3.568 -1.259  0.07
H: -0.755 5.405 -3.378  0.11
H: -1.134 3.697 -3.602  0.07
H: 0.510 4.305 -3.907  0.10
H: 0.750 6.150 -1.517  0.10
H: 1.999 4.971 -1.908  0.10
H: 1.296 5.031 -0.279  0.08
H: 0.976 2.358 -2.530  0.15
H: 0.901 2.971 0.211  -0.01
H: 1.716 1.700 -0.519  0.10
C: 2.158 -6.886 -0.870  -0.01
C: 2.229 -5.394 -0.860  -0.19
C: 1.822 -4.659 0.263  0.02
C: 1.796 -3.286 0.249  -0.17
C: 1.366 -2.554 1.482  -0.03
C: 2.198 -2.599 -0.930  -0.10
C: 2.031 -1.216 -1.125  -0.10
O: 1.431 -0.334 -0.425  -0.17
C: 2.743 -3.334 -2.033  -0.16
C: 3.340 -2.676 -3.251  -0.02
C: 2.716 -4.710 -1.976  0.03
H: 1.715 -7.281 0.041  0.09
H: 3.157 -7.313 -0.984  0.11
H: 1.573 -7.227 -1.726  0.11
H: 1.545 -5.190 1.166  0.13
H: 1.460 -3.191 2.359  0.11
H: 0.312 -2.277 1.384  0.03
H: 1.940 -1.644 1.648  0.09
H: 2.486 -0.824 -2.038  0.13
H: 2.585 -2.180 -3.864  0.10
H: 3.818 -3.426 -3.875  0.10
H: 4.100 -1.941 -2.982  0.10
H: 3.096 -5.280 -2.814  0.14
C: -4.113 -4.203 0.445  -0.02
C: -2.827 -3.876 0.031  -0.04
C: -2.420 -2.553 0.032  -0.11
C: -3.306 -1.554 0.444  -0.36
C: -4.596 -1.884 0.868  -0.06
C: -4.993 -3.213 0.865  -0.03
P: -2.826 0.153 0.288  1.03
C: -3.517 1.171 1.585  -0.37
C: -3.647 2.546 1.365  -0.09
C: -4.095 3.367 2.388  -0.04
C: -4.402 2.825 3.629  -0.03
C: -4.257 1.461 3.857  -0.04
C: -3.802 0.633 2.844  -0.09
C: -3.270 0.818 -1.308  -0.37
C: -2.318 0.983 -2.310  -0.12
C: -2.706 1.415 -3.568  -0.06
C: -4.042 1.693 -3.820  -0.02
C: -4.997 1.537 -2.820  -0.03
C: -4.617 1.095 -1.565  -0.06
H: -4.432 -5.236 0.440  0.13
H: -2.147 -4.653 -0.293  0.12
H: -1.415 -2.299 -0.299  0.09
H: -5.292 -1.116 1.183  0.12
H: -5.991 -3.475 1.188  0.13
H: -3.431 2.966 0.390  0.09
H: -4.208 4.429 2.217  0.13
H: -4.767 3.467 4.421  0.13
H: -4.507 1.044 4.824  0.12
H: -3.690 -0.429 3.026  0.10
H: -1.270 0.758 -2.125  0.07
H: -1.973 1.525 -4.355  0.12
H: -4.345 2.028 -4.803  0.13
H: -6.036 1.756 -3.022  0.13
H: -5.367 0.967 -0.792  0.12

Properties
Spin multiplicity: 1
Orbital gap: 7.3 eV
Net charge: +3



No. 4
Here is C4H5NO2 as an isolated structure from the Open Molecules 2025 dataset. Energies are from ωB97M-V/def2-TZVPD.

Last column: Löwdin charge in e.
Element x y z (Å)
N: -0.117 -1.696 -0.244  0.10
C: -0.098 -0.298 -0.017  -0.34
C: 0.277 0.738 -1.068  0.00
C: 0.952 0.777 0.243  -0.17
O: 0.126 1.433 1.225  0.07
C: -0.798 0.412 1.123  -0.41
O: -1.708 0.182 1.858  0.15
H: -0.861 -1.937 -0.894  0.09
H: -0.307 -2.199 0.619  0.09
H: 0.956 0.386 -1.841  0.12
H: -0.447 1.478 -1.399  0.12
H: 2.018 0.747 0.423  0.16

Properties
Spin multiplicity: 1
Orbital gap: 10.6 eV



No. 5
Here is a 2-piece molecular cluster, C2H7NO5P2 overall in a non-equilibrium geometry from the Open Molecules 2025 dataset. Energies are from ωB97M-V/def2-TZVPD.

Last column: Löwdin charge in e.
Element x y z (Å)
C: -2.169 -0.522 -0.275  -0.15
C: 0.182 -0.250 0.137  -0.56
N: -0.804 -0.931 -0.413  -0.17
O: 1.733 -2.435 -0.360  -0.55
O: 1.473 2.054 0.801  -0.40
O: -1.065 2.278 0.349  -0.40
O: 0.508 1.692 -1.545  -0.26
O: 2.724 -0.485 0.937  -0.36
P: 1.811 -0.937 -0.356  0.47
P: 0.230 1.589 0.112  0.19
H: -2.196 0.562 -0.375  0.05
H: -2.787 -1.003 -1.040  0.06
H: -2.541 -0.779 0.725  0.05
H: -0.221 -0.560 2.196  -0.01
H: -0.615 -1.934 -0.402  0.10
H: 1.364 1.260 -1.628  -0.03
H: 2.370 0.401 1.137  -0.03

Properties
Spin multiplicity: 1
Orbital gap: 6.0 eV
Net charge: -2



No. 6
Here is an isolated ion of composition C3H5N2O2 and charge +1 in a non-equilibrium geometry from the Open Molecules 2025 dataset. Energies are from ωB97M-V/def2-TZVPD.

Last column: Löwdin spin population.
Element x y z (Å)
C: 0.300 -1.208 -0.150  0.49
C: 1.849 0.565 -0.164  0.32
C: -0.501 0.972 0.337  0.28
N: 1.550 -0.688 -0.085  0.17
N: -0.675 -0.314 0.015  0.19
O: 2.577 1.469 -0.099  0.32
O: -1.248 1.784 -0.374  0.15
H: 0.096 -2.285 -0.352  0.02
H: -0.084 1.498 1.137  0.03
H: 2.301 -1.394 -0.042  0.02
H: -1.673 -0.613 -0.286  0.01
H: -1.071 2.602 -0.050  0.00

Properties
Spin multiplicity: 3
Orbital gap (spin up / spin down): 6.9 / 10.6 eV
Net charge: +1



Number 1: energy -962.5332 Eh. Number 2: energy -2834.9898 Eh. Number 3: energy -2503.4964 Eh. Number 4: energy -360.5984 Eh. Number 5: energy -1194.1283 Eh. Number 6: energy -376.8912 Eh.